#A
Computed, not measured: 5 unconnected molecules or ions with the total composition C5H20O5, with ωB97M-V/def2-TZVPD.

The value obtained for the LUMO energy is 0.0116 Eh. As for the structure (SMILES): CCO.CO.CO.CO.O. For the orbital gap, the calculation gives 9.7 eV.

Last columns: bonded neighbours and bond lengths (Å).
Positions of all 30 atoms, in Å:
1 C 28.5371 -29.1704 -15.5066  O15 1.417, C16 1.503, H21 1.090, H23 1.090
2 H 24.3637 -26.3514 -14.7584  O5 0.960
3 H 25.3671 -28.0757 -15.6545  C25 1.090
4 H 27.8508 -33.4033 -18.5246  O28 0.960
5 O 24.6265 -27.0380 -14.1410  H2 0.960, C25 1.377
6 H 28.2620 -31.7523 -20.3411  C12 1.090
7 H 26.5006 -30.4566 -16.8173  O24 0.957
8 H 23.9091 -28.7532 -14.9647  C25 1.090
9 H 27.1482 -30.8091 -19.4475  C12 1.090
10 O 25.2798 -31.9912 -14.0828  C17 1.421, H27 0.960
11 H 28.6349 -31.3324 -18.6752  C12 1.090
12 C 27.8345 -31.6495 -19.3438  H6 1.090, H9 1.090, H11 1.090, O28 1.406
13 H 28.4960 -31.1936 -14.7559  C16 1.090
14 H 29.6092 -30.9415 -16.0046  C16 1.090
15 O 27.7366 -29.1845 -16.6754  C1 1.417, H20 0.960
16 C 29.2129 -30.4546 -15.1136  C1 1.503, H13 1.090, H14 1.090, H29 1.090
17 C 23.8587 -31.9921 -14.0889  O10 1.421, H19 1.090, H22 1.090, H26 1.090
18 H 25.3307 -28.9273 -13.9869  C25 1.090
19 H 23.5435 -31.0386 -13.6650  C17 1.090
20 H 28.0889 -28.6180 -17.3657  O15 0.960
21 H 29.3199 -28.4226 -15.6335  C1 1.090
22 H 23.4271 -31.9746 -15.0896  C17 1.090
23 H 27.9764 -28.7936 -14.6512  C1 1.090
24 O 25.9381 -31.2098 -16.6372  H7 0.957, H30 0.957
25 C 24.8530 -28.2696 -14.7131  H3 1.090, O5 1.377, H8 1.090, H18 1.090
26 H 23.4555 -32.8262 -13.5145  C17 1.090
27 H 25.5059 -31.7343 -14.9797  O10 0.960
28 O 27.1847 -32.7986 -18.8597  H4 0.960, C12 1.406
29 H 29.9588 -30.2664 -14.3413  C16 1.090
30 H 26.2129 -31.8717 -17.2718  O24 0.957

Mulliken population analysis, charges in e, atoms 1 to 2: atom 1 (C): -0.166, atom 2 (H): 0.296

=====

#B
Computed, not measured: 5 unconnected molecules or ions with the total composition C5H20O5, with ωB97M-V/def2-TZVPD.

The value obtained for the LUMO energy is 0.0213 Eh. As for the structure (SMILES): CO.CO.CO.CO.CO. For the orbital gap, the calculation gives 10.7 eV.

Last columns: bonded neighbours and bond lengths (Å).
Positions of all 30 atoms, in Å:
1 O 38.7140 32.3160 5.1080  H5 0.992, C18 1.371
2 H 38.1370 32.0250 3.2410  C18 0.936
3 H 38.0410 30.7210 4.3780  C18 1.085
4 H 38.4190 34.0220 9.9870  O26 0.891
5 H 37.9000 32.3500 5.6740  O1 0.992
6 O 34.3110 27.8470 6.8590  H11 1.004, C20 1.421
7 C 38.2090 33.9510 8.0180  H13 1.074, O26 1.407, H29 1.128, H30 1.099
8 H 35.4950 32.7220 11.5010  C14 1.070
9 H 32.5800 26.9980 7.4310  C20 1.053
10 H 35.4760 32.0900 7.7060  C15 1.178
11 H 34.5180 26.8650 6.8480  O6 1.004
12 H 33.2280 28.4390 8.2450  C20 0.918
13 H 39.2410 33.6540 8.0060  C7 1.074
14 C 35.3680 32.5030 10.4610  H8 1.070, O24 1.475, H25 0.990, H28 0.970
15 C 34.8190 31.7940 6.7740  H10 1.178, O22 1.438, H23 1.139, H27 1.086
16 H 39.5620 31.2050 3.6850  C18 1.120
17 H 32.2910 28.5130 6.9790  C20 1.078
18 C 38.5450 31.5860 3.9600  O1 1.371, H2 0.936, H3 1.085, H16 1.120
19 H 35.8900 30.9790 5.2720  O22 1.019
20 C 33.0440 27.9410 7.4960  O6 1.421, H9 1.053, H12 0.918, H17 1.078
21 H 37.0910 31.5070 9.9010  O24 0.946
22 O 35.6280 31.9110 5.5910  C15 1.438, H19 1.019
23 H 34.5800 30.6840 6.8690  C15 1.139
24 O 36.1830 31.3290 10.0980  C14 1.475, H21 0.946
25 H 34.4210 32.2450 10.3340  C14 0.990
26 O 38.0340 34.4640 9.3160  H4 0.891, C7 1.407
27 H 33.9000 32.3730 6.7650  C15 1.086
28 H 35.3390 33.2310 9.8200  C14 0.970
29 H 38.3190 34.8710 7.3740  C7 1.128
30 H 37.6490 33.1090 7.5880  C7 1.099

Mulliken population analysis, charges in e, atoms 1 to 2: atom 1 (O): -0.482, atom 2 (H): 0.288

=====

Verdict on stability: #B comes out at the bottom.

=====

#A
Computed, not measured: 12 unconnected molecules or ions with the total composition H26NO11, with ωB97M-V/def2-TZVPD.

Its charge is +1. The value obtained for the LUMO energy is -0.1113 Eh. For the orbital gap, the calculation gives 10.8 eV.

Last columns: bonded neighbours and bond lengths (Å).
Positions of all 38 atoms, in Å:
1 H -0.2721 -1.0276 -0.3597  N8 1.036
2 H -1.3827 -2.8887 -1.7073  O9 0.941
3 O 0.0890 -3.3923 -0.7451  H10 1.047, H29 1.041
4 H 1.0527 2.6080 -2.8327  O7 1.003
5 H -0.3064 0.7915 -0.1292  N8 1.184
6 H 1.2348 -0.1358 -0.5173  N8 1.075
7 O 0.3411 2.4170 -2.1519  H4 1.003, H37 0.955
8 N 0.2881 -0.2266 -0.0156  H1 1.036, H5 1.184, H6 1.075, H11 1.105
9 O -2.1453 -2.3674 -1.8875  H2 0.941, H38 1.061
10 H 1.0754 -3.4330 -1.0950  O3 1.047
11 H 0.6430 -0.6167 0.9553  N8 1.105
12 H -3.1007 1.0453 -0.8794  O27 0.919
13 O 3.1860 -0.0874 0.9199  H24 1.011, H32 0.995
14 H 0.7240 2.5946 2.0690  O22 0.979
15 H -1.9492 -1.5763 1.6587  O16 1.043
16 O -1.6000 -0.5959 1.5914  H15 1.043, H36 0.972
17 H 2.9054 0.1351 -2.5169  O34 0.928
18 H -0.8019 0.5389 -2.9166  O23 0.875
19 O 0.3938 -0.8158 3.5518  H25 0.937, H28 1.005
20 O -1.4485 2.8977 1.6491  H30 0.929, H31 0.971
21 H -3.3144 -0.2765 -1.3019  O27 1.013
22 O 1.5064 2.0204 1.9405  H14 0.979, H35 0.968
23 O -0.5781 -0.3075 -2.9197  H18 0.875, H26 0.945
24 H 4.0738 -0.2672 1.3679  O13 1.011
25 H 0.5116 -0.2273 4.2709  O19 0.937
26 H -1.1693 -0.9295 -2.5249  O23 0.945
27 O -2.6035 0.2733 -0.8340  H12 0.919, H21 1.013
28 H -0.4918 -0.7023 3.0911  O19 1.005
29 H 0.2075 -3.7535 0.2245  O3 1.041
30 H -1.3702 3.8231 1.6530  O20 0.929
31 H -2.0825 3.0097 2.3763  O20 0.971
32 H 2.8327 0.6985 1.4168  O13 0.995
33 H 3.7298 -0.2710 -1.3235  O34 1.000
34 O 3.1473 -0.6307 -2.0518  H17 0.928, H33 1.000
35 H 1.9131 2.1147 2.8142  O22 0.968
36 H -2.1843 -0.3734 0.8467  O16 0.972
37 H -0.4234 2.5467 -2.7100  O7 0.955
38 H -2.6313 -2.6119 -0.9770  O9 1.061

Mulliken population analysis, charges in e, atoms 1 to 2: atom 1 (H): 0.196, atom 2 (H): 0.335

=====

#B
Computed, not measured: 12 unconnected molecules or ions with the total composition H26NO11, with ωB97M-V/def2-TZVPD.

Its charge is +1. The value obtained for the LUMO energy is -0.1227 Eh. For the orbital gap, the calculation gives 9.6 eV.

Last columns: bonded neighbours and bond lengths (Å).
Positions of all 38 atoms, in Å:
1 H -26.6962 -14.5668 -2.7223  O2 0.888
2 O -26.6473 -14.6104 -3.6082  H1 0.888, H20 0.931
3 O -23.3958 -10.6894 -4.9339  H7 1.012, H24 1.010
4 H -25.5561 -14.3794 -6.7206  O15 1.007
5 H -24.1274 -14.0545 -3.4951  N19 1.074
6 H -25.7191 -17.8394 -3.6126  O26 1.030
7 H -22.4740 -10.2756 -4.9927  O3 1.012
8 H -24.3632 -12.1186 -0.8782  O34 0.916
9 H -25.5541 -16.1553 -0.5763  O37 0.876
10 O -22.2229 -15.6790 -0.3932  H11 0.867, H16 0.854
11 H -21.7006 -15.9416 0.2472  O10 0.867
12 H -25.0208 -14.9336 0.0810  O37 1.053
13 H -24.7809 -16.9457 -3.2278  O26 0.936
14 O -20.9745 -12.1641 -1.7655  H29 1.012, H30 0.922
15 O -24.9815 -14.8123 -6.0156  H4 1.007, H27 0.961
16 H -22.2269 -14.8317 -0.2881  O10 0.854
17 O -23.2623 -13.1177 -0.2754  H23 0.941, H38 0.899
18 O -22.6850 -16.9737 -2.4944  H22 0.898, H36 1.140
19 N -23.1982 -13.5470 -3.3148  H5 1.074, H28 0.982, H33 1.096, H35 0.910
20 H -26.3675 -15.4122 -3.9902  O2 0.931
21 O -20.7405 -15.5546 -3.5654  H25 1.103, H32 1.046
22 H -22.5820 -16.5535 -1.7074  O18 0.898
23 H -23.7621 -13.5683 0.3830  O17 0.941
24 H -23.4123 -11.3895 -5.6611  O3 1.010
25 H -20.2887 -15.8209 -4.5352  O21 1.103
26 O -25.2819 -16.9987 -4.0168  H6 1.030, H13 0.936
27 H -25.1705 -15.7485 -6.1194  O15 0.961
28 H -23.4345 -12.5962 -3.3821  N19 0.982
29 H -21.4951 -11.4775 -1.2349  O14 1.012
30 H -20.5480 -11.7039 -2.4411  O14 0.922
31 H -24.9053 -10.8235 -1.3505  O34 0.947
32 H -19.8041 -15.4475 -3.1109  O21 1.046
33 H -23.0814 -13.7880 -2.2517  N19 1.096
34 O -25.0888 -11.7508 -1.2988  H8 0.916, H31 0.947
35 H -22.5581 -13.9764 -3.7991  N19 0.910
36 H -22.0209 -16.2655 -3.0917  O18 1.140
37 O -25.1119 -15.4441 -0.8349  H9 0.876, H12 1.053
38 H -22.8551 -12.6180 0.3510  O17 0.899

Mulliken population analysis, charges in e, atoms 1 to 2: atom 1 (H): 0.251, atom 2 (O): -0.613

=====

#C
Computed, not measured: 12 unconnected molecules or ions with the total composition H26NO11, with ωB97M-V/def2-TZVPD.

Its charge is +1. The value obtained for the LUMO energy is -0.1178 Eh. For the orbital gap, the calculation gives 10.1 eV.

Last columns: bonded neighbours and bond lengths (Å).
Positions of all 38 atoms, in Å:
1 O 0.6965 -0.6220 -3.0704  H14 0.857, H18 0.948
2 O -1.9495 -1.3640 -1.8424  H27 1.133, H32 1.053
3 H 1.7585 -2.6080 -1.5854  O37 0.973
4 H 3.3025 -0.3840 1.2356  O25 0.964
5 O 0.8005 3.8550 0.1386  H9 1.023, H13 0.914
6 H 3.0035 0.6670 3.1776  O24 1.011
7 H 0.8725 -3.2630 -0.5234  O37 0.931
8 H -0.0685 -0.4140 -0.2914  N23 0.940
9 H 1.4065 3.5130 0.8886  O5 1.023
10 H -0.9735 3.2120 -0.5554  O34 0.985
11 H 1.7245 -0.2840 3.3886  O24 1.006
12 H -3.2175 1.7020 -0.7684  O19 1.055
13 H 1.4015 3.9250 -0.5464  O5 0.914
14 H -0.0125 -1.0990 -3.0064  O1 0.857
15 H 0.1785 1.2150 -0.4124  N23 1.103
16 O 2.6985 0.8670 -1.1574  H29 0.903, H36 0.956
17 H -1.7945 -2.7330 2.0346  O26 1.039
18 H 1.3075 -1.3050 -3.3134  O1 0.948
19 O -3.3525 0.6710 -0.5924  H12 1.055, H35 0.943
20 H -2.0375 3.6950 -1.6584  O34 0.961
21 H 3.1495 -1.8220 0.7286  O25 0.988
22 H -3.1165 0.6060 2.8556  O30 1.012
23 N -0.0385 0.3570 0.2456  H8 0.940, H15 1.103, H31 0.981, H38 1.017
24 O 2.4695 -0.0750 2.7456  H6 1.011, H11 1.006
25 O 3.5495 -0.9490 0.4946  H4 0.964, H21 0.988
26 O -0.8945 -2.5280 1.5566  H17 1.039, H28 0.915
27 H -2.5595 -2.3110 -1.9604  O2 1.133
28 H -0.7635 -3.3820 1.2546  O26 0.915
29 H 2.4105 0.4770 -1.9194  O16 0.903
30 O -3.2845 -0.0970 2.1466  H22 1.012, H33 1.091
31 H 0.7335 0.6240 0.7886  N23 0.981
32 H -2.6755 -0.6160 -1.6934  O2 1.053
33 H -3.6215 -0.9910 2.6726  O30 1.091
34 O -1.6925 2.9410 -1.1724  H10 0.985, H20 0.961
35 H -3.6465 0.5500 0.2956  O19 0.943
36 H 3.4075 0.3410 -0.7894  O16 0.956
37 O 1.6815 -2.8160 -0.6384  H3 0.973, H7 0.931
38 H -0.8525 0.4460 0.8486  N23 1.017

Mulliken population analysis, charges in e, atoms 1 to 2: atom 1 (O): -0.513, atom 2 (O): -0.699

=====

Verdict on stability: #B comes out at the bottom.

=====

#A
Computed, not measured: 2 unconnected molecules or ions with the total composition C8H12FN, with ωB97M-V/def2-TZVPD.

The value obtained for the LUMO energy (alpha / beta) is -0.0049 / 0.0225 Eh. For the orbital gap (alpha / beta), the calculation gives 7.2 / 10.0 eV.

Last columns: bonded neighbours and bond lengths (Å).
Positions of all 22 atoms, in Å:
1 H 1.1239 4.5759 0.6095  C10 1.055
2 H -0.9485 1.5044 -0.5584  C6 1.045
3 H 0.5038 -4.1447 1.2866  C5 1.042
4 C 0.0009 -0.2188 -0.7142  C6 1.496, C8 1.446, H11 1.018, H21 1.236
5 C 0.6397 -3.1867 0.8997  H3 1.042, N7 1.247, H20 1.198
6 C -1.2429 0.5252 -0.3435  H2 1.045, C4 1.496, C13 1.555, H16 1.053
7 N 1.4202 -2.4223 1.5008  C5 1.247
8 C 1.2609 0.2021 -0.1433  C4 1.446, F14 1.338, C22 1.447
9 H 0.4407 0.7917 1.7809  C22 1.126
10 C 1.1526 3.5226 0.5659  H1 1.055, C15 1.197
11 H 0.1941 -0.2692 -1.7120  C4 1.018
12 H -2.4906 -1.0740 -1.0965  C13 1.055
13 C -2.3110 -0.0570 -1.3118  C6 1.555, H12 1.055, H17 1.091, H18 1.122
14 F 2.3833 -0.1445 -0.7848  C8 1.338
15 C 1.4579 2.3935 0.8219  C10 1.197, C22 1.486
16 H -1.4038 0.3367 0.6803  C6 1.053
17 H -3.3463 0.2882 -1.3277  C13 1.091
18 H -1.9657 -0.2350 -2.3641  C13 1.122
19 H 2.1422 0.6896 1.6649  C22 1.025
20 H 0.0033 -2.6146 0.0613  C5 1.198
21 H -0.3392 -1.4032 -0.6148  C4 1.236
22 C 1.3244 0.9400 1.0995  C8 1.447, H9 1.126, C15 1.486, H19 1.025

Mulliken population analysis, charges in e, atoms 1 to 2: atom 1 (H): 0.429, atom 2 (H): 0.325

=====

#B
Computed, not measured: C8H12FN in the gas phase, with ωB97M-V/def2-TZVPD.

The value obtained for the LUMO energy is 0.0237 Eh. As for the structure (SMILES): CC/C(F)=C(\C#N)C(C)C. For the orbital gap, the calculation gives 10.4 eV.

Last columns: bonded neighbours and bond lengths (Å).
Positions of all 22 atoms, in Å:
1 H -1.4564 -0.0534 3.9754  C19 1.156
2 C 1.0621 0.2050 -0.0497  C4 1.331, C12 1.432, C15 1.482
3 H -0.0329 0.7515 -3.2809  C16 1.038
4 C 0.0642 0.0514 0.8180  C2 1.331, C5 1.516, F10 1.398
5 C 0.0211 0.3845 2.2962  C4 1.516, H6 1.209, H11 1.009, C19 1.584
6 H 0.6924 -0.5144 2.7478  C5 1.209
7 H 0.6669 -1.8431 -2.8381  C9 1.031
8 N 3.3618 1.2164 0.6008  C12 1.165
9 C 0.9101 -1.5999 -1.8662  H7 1.031, C15 1.523, H20 1.180, H22 1.178
10 F -1.1916 -0.4256 0.4302  C4 1.398
11 H 0.5369 1.2165 2.5394  C5 1.009
12 C 2.3074 0.8115 0.3143  C2 1.432, N8 1.165
13 H 2.0100 0.3928 -1.7409  C15 1.130
14 H -0.2297 1.5072 -1.8307  C16 1.046
15 C 1.0394 -0.1292 -1.4929  C2 1.482, C9 1.523, H13 1.130, C16 1.562
16 C -0.1303 0.5608 -2.2654  H3 1.038, H14 1.046, C15 1.562, H18 1.146
17 H -2.0412 0.3517 2.2485  C19 1.077
18 H -1.1102 -0.0199 -2.1410  C16 1.146
19 C -1.3590 0.6162 3.0386  H1 1.156, C5 1.584, H17 1.077, H21 1.061
20 H -0.0838 -1.9046 -1.3082  C9 1.180
21 H -1.4894 1.6486 3.2456  C19 1.061
22 H 1.8067 -2.2272 -1.4308  C9 1.178

Mulliken population analysis, charges in e, atoms 1 to 2: atom 1 (H): 0.243, atom 2 (C): 0.137

=====

Verdict on stability: #A comes out at the bottom.